# 1
Molecular formula: C17H19N2O10SScTe
Method: DFT, the ωB97M-V functional and the def2-TZVPD basis

CARTESIAN COORDINATES (ANGSTROEM)
Te -3.033 1.698 -0.876
Sc -0.922 0.281 0.375
S -0.853 4.225 -1.500
O -0.223 -7.627 0.412
O -1.022 -6.935 2.326
O -0.218 2.310 1.675
O 0.993 -0.012 1.661
O 0.893 1.109 -0.790
O -0.438 -1.409 -0.496
O -2.956 -2.433 2.558
O 1.573 -4.131 -2.487
O -1.830 -0.779 1.730
O 1.746 -2.175 -1.715
N 1.211 -3.286 -1.735
N -0.591 -6.763 1.156
C 0.198 -4.955 -0.316
C -1.150 -2.986 1.073
C 1.135 0.730 2.887
C 0.916 1.360 -2.209
C 0.299 -3.627 -0.679
C -0.588 -5.325 0.758
C -2.114 3.142 -2.092
C -0.413 -2.625 -0.071
C 2.217 0.004 0.883
C -0.618 4.876 -3.048
C -1.263 -4.336 1.472
C -2.045 -2.067 1.864
C 2.200 1.075 -0.180
C 0.927 2.222 2.555
C -0.790 3.638 1.784
C -1.366 4.278 -4.016
C -2.314 3.345 -3.477
H 2.979 0.875 -0.931
H 0.722 -5.717 -0.903
H -1.836 -4.581 2.324
H 2.135 0.449 3.327
H 1.440 2.253 -2.434
H 0.798 2.817 3.517
H 1.816 2.629 2.122
H 0.305 0.378 3.479
H -1.329 4.543 -5.063
H 1.413 0.488 -2.691
H -2.987 2.703 -4.008
H 0.001 4.392 1.644
H -1.204 3.945 2.728
H 3.039 0.202 1.587
H 2.361 -1.024 0.495
H -0.078 1.427 -2.578
H -1.572 3.683 1.003
H 2.294 2.038 0.213
H 0.142 5.677 -3.315

Atoms 1-2, force components in eV/Å:
Te -0.240 0.055 0.016
Sc 0.714 0.363 0.352

Summary:
net charge	0
DFT total energy	-2947.9506	a.u.
Kohn-Sham gap	0.26231	hartree
ΔE to the lowest compared entry with this formula, charge and spin	15.6	kcal per mole
multiplicity	1

# 2
Molecular formula: C17H19N2S
Method: DFT, the ωB97M-V functional and the def2-TZVPD basis

CARTESIAN COORDINATES (ANGSTROEM)
S 0.859 -1.899 1.198
N 1.828 2.073 -4.199
N -1.100 -0.186 1.245
C -1.466 -2.934 4.423
C 1.215 0.103 -2.927
C -1.576 -3.933 5.536
C -2.446 -1.920 4.278
C -1.314 -1.001 2.373
C 1.383 3.443 -4.577
C -2.394 -0.962 3.245
C 0.695 1.601 -0.662
C 1.443 1.471 -2.977
C -0.400 -2.931 3.533
C 0.714 -0.514 -1.760
C 2.931 1.556 -5.080
C 0.446 0.222 -0.625
C -0.356 -1.995 2.483
C 0.017 -0.465 0.599
C -1.844 1.059 0.972
C 1.162 2.271 -1.826
H -1.342 1.902 1.451
H 1.514 3.677 -5.658
H -3.167 -0.219 3.143
H 3.055 2.210 -5.974
H -2.237 -3.597 6.370
H -0.598 -4.112 5.974
H -1.890 1.234 -0.098
H 1.307 3.329 -1.816
H -1.973 -4.887 5.135
H 1.376 -0.501 -3.816
H -2.891 0.956 1.320
H -3.297 -1.853 4.962
H 1.958 4.154 -4.024
H 0.389 -3.700 3.629
H 0.331 3.594 -4.329
H 0.581 2.225 0.232
H 2.652 0.550 -5.469
H 3.873 1.568 -4.500
H 0.563 -1.593 -1.784

Atoms 1-2, force components in eV/Å:
S -1.528 1.565 0.272
N 0.037 0.335 -0.952

Summary:
net charge	+1
DFT total energy	-1166.6672	a.u.
Kohn-Sham gap	0.25665	hartree
multiplicity	1

# 3
Molecular formula: C17H19N3O2S
Method: DFT, the ωB97M-V functional and the def2-TZVPD basis

CARTESIAN COORDINATES (ANGSTROEM)
S -2.179 -1.761 3.040
O 1.423 -1.134 -4.093
O -1.701 -3.684 0.566
N -1.343 0.394 1.738
N -0.044 0.435 -0.256
N 0.507 -1.403 -1.386
C 0.450 -3.852 1.212
C 0.279 3.066 -0.459
C -0.477 2.542 0.631
C -0.781 -1.667 0.691
C 0.062 -1.162 -3.732
C -0.270 -1.892 -2.494
C -1.400 -0.932 1.697
C 2.110 -0.491 -3.008
C -0.714 -3.050 0.661
C -0.033 5.238 0.308
C 1.923 -1.060 -1.584
C -0.178 -0.879 -0.259
C -0.894 3.411 1.698
C 0.559 4.405 -0.527
C -1.379 -1.068 4.502
C -0.661 1.050 0.703
C -0.762 4.801 1.419
H -0.333 -1.670 -4.621
H 2.501 -1.975 -1.505
H 3.148 -0.365 -3.328
H 0.153 6.296 0.278
H -0.161 -3.063 -2.408
H 0.192 -4.482 2.074
H -1.168 5.537 2.253
H 2.339 -0.380 -0.866
H -1.279 -1.486 -2.427
H -1.797 -0.100 4.659
H 0.836 -4.531 0.415
H 1.156 -3.147 1.572
H 1.708 0.450 -2.951
H 1.016 4.849 -1.446
H -0.368 -0.130 -3.650
H -1.507 -1.800 5.299
H -1.372 3.080 2.602
H -0.343 -0.917 4.310
H 0.782 2.526 -1.331

Atoms 1-2, force components in eV/Å:
S -0.364 -0.987 -0.040
O 0.690 0.097 1.731

Summary:
net charge	0
DFT total energy	-1372.0179	a.u.
SMILES	CSc1nc(-c2ccccc2)nc(N2CCOCC2)c1C(C)=O
Kohn-Sham gap	0.31296	hartree
ΔE to the lowest compared entry with this formula, charge and spin	121.1	kcal per mole
multiplicity	1

# 4
Molecular formula: C17H19N3O3
Method: DFT, the ωB97M-V functional and the def2-TZVPD basis

CARTESIAN COORDINATES (ANGSTROEM)
O -0.255 3.092 -4.303
O -0.006 3.670 0.230
O 2.974 0.819 -2.019
N -0.023 3.403 -2.012
N 1.355 1.948 -3.079
N -2.582 -0.548 0.623
C 0.437 3.029 -0.728
C 0.998 0.268 0.676
C 2.255 -0.456 0.887
C 2.410 -1.790 0.451
C 3.634 -2.459 0.553
C -4.159 -2.342 0.746
C 1.386 1.923 -0.620
C 1.985 1.505 -1.890
C 3.344 0.126 1.580
C -3.892 0.099 0.591
C -4.923 -1.044 0.433
C -2.658 -1.992 0.624
C -0.186 -0.451 0.506
C 4.576 -0.526 1.664
C 0.297 2.835 -3.234
C -1.439 0.130 0.653
C 4.737 -1.819 1.141
H 3.238 1.134 1.970
H -5.779 -0.909 1.100
H 2.208 2.176 0.118
H -4.074 0.665 1.527
H 5.719 -2.317 1.175
H -4.445 -3.165 0.073
H -3.959 0.821 -0.238
H 1.665 1.519 -3.953
H 1.598 -2.280 -0.089
H -0.812 4.055 -2.053
H -4.383 -2.666 1.769
H -5.314 -1.058 -0.598
H 5.436 -0.012 2.099
H -2.234 -2.407 -0.304
H 0.887 1.222 1.245
H -2.098 -2.422 1.476
H -0.174 -1.533 0.345
H 3.758 -3.459 0.124
H -1.501 1.214 0.743

Atoms 1-2, force components in eV/Å:
O 0.810 -0.280 1.631
O 0.400 -0.779 -0.636

Summary:
net charge	0
DFT total energy	-1049.1749	a.u.
Kohn-Sham gap	0.25567	hartree
ΔE to the lowest compared entry with this formula, charge and spin	45.9	kcal per mole
multiplicity	1

# 5
Molecular formula: C17H19N3O4S
Method: DFT, the ωB97M-V functional and the def2-TZVPD basis

CARTESIAN COORDINATES (ANGSTROEM)
S -0.102 -1.020 -1.894
O 0.092 -2.263 4.205
O -0.836 -2.087 -2.513
O 0.902 -0.355 -2.678
O -2.199 2.146 -2.945
N -0.174 -0.140 3.546
N -1.202 0.089 -1.269
N 1.560 2.317 1.451
C 1.288 1.212 2.112
C -0.500 3.250 2.191
C -2.547 0.031 -1.813
C 0.780 -1.762 1.990
C -0.792 2.090 2.884
C 0.236 -1.431 3.335
C 0.107 1.024 2.836
C 1.845 -2.651 1.885
C -0.697 1.446 -1.171
C 0.675 -1.654 -0.402
C -2.631 0.814 -3.124
C 0.688 3.311 1.478
C 2.324 -3.022 0.643
C 2.247 -2.932 -1.872
C 1.750 -2.530 -0.526
C -0.860 2.190 -2.499
C 0.181 -1.281 0.828
H -3.228 0.462 -1.071
H 0.965 4.192 0.916
H 3.152 -3.712 0.574
H 2.049 0.445 2.078
H -1.177 4.089 2.210
H -1.703 2.001 3.460
H -3.660 0.873 -3.481
H 3.028 -3.684 -1.794
H -0.612 3.246 -2.383
H 2.631 -2.061 -2.400
H 2.288 -3.043 2.788
H 0.356 1.396 -0.894
H -2.005 0.311 -3.876
H -0.195 1.730 -3.243
H -0.717 -0.022 4.395
H -2.788 -1.018 -1.977
H 1.421 -3.321 -2.466
H -0.679 -0.632 0.870
H -1.259 1.957 -0.382

Atoms 1-2, force components in eV/Å:
S -0.294 0.156 0.468
O 0.106 -0.122 0.025

Summary:
net charge	0
DFT total energy	-1522.6179	a.u.
SMILES	Cc1ccc(C(=O)Nc2cccnc2)cc1S(=O)(=O)N1CCOCC1
Kohn-Sham gap	0.34246	hartree
ΔE to the lowest compared entry with this formula, charge and spin	48.1	kcal per mole
multiplicity	1

# 6
Molecular formula: C17H19N5OS3
Method: DFT, the ωB97M-V functional and the def2-TZVPD basis

CARTESIAN COORDINATES (ANGSTROEM)
S 5.819 2.522 -3.091
S 0.877 2.377 1.872
S 4.459 3.873 -5.543
O 4.907 2.452 -0.078
N 2.113 2.504 0.768
N 3.166 1.236 -0.885
N 2.390 2.418 -5.091
N 1.223 0.535 0.089
N 3.321 1.930 -4.160
C -3.485 -3.468 4.215
C 2.092 4.013 -7.040
C 5.480 1.180 -1.931
C -2.493 -1.916 2.553
C 2.831 3.397 -5.873
C 0.510 0.801 1.186
C -2.130 -0.838 3.335
C -4.216 -3.676 1.887
C -1.246 0.069 2.888
C -3.785 -2.716 3.025
C 4.460 1.690 -0.899
C 2.232 1.454 0.059
C -0.619 -0.069 1.657
C 4.473 2.570 -4.229
C -0.820 -1.308 0.939
C -4.907 -1.657 3.328
C -1.823 -2.174 1.313
H -0.525 -1.516 -0.061
H -4.488 -0.919 4.046
H 6.464 0.973 -1.442
H -2.430 -3.552 4.214
H -5.862 -2.103 3.812
H 1.138 3.592 -7.112
H -3.457 -4.432 1.647
H -1.008 0.888 3.563
H 3.068 0.352 -1.279
H 2.607 3.575 -7.868
H -2.444 -0.762 4.333
H -4.459 -3.132 0.931
H -5.247 -4.236 2.096
H -4.073 -4.359 4.199
H -2.180 -2.894 0.601
H -5.178 -1.189 2.371
H 2.002 5.067 -7.029
H -3.859 -2.921 5.084
H 5.103 0.370 -2.398

Atoms 1-2, force components in eV/Å:
S 0.338 0.196 -0.774
S 0.705 -1.605 -1.479

Summary:
net charge	0
DFT total energy	-2202.7128	a.u.
SMILES	Cc1nnc(SCC(=O)Nc2nsc(-c3ccc(C(C)(C)C)cc3)n2)s1
Kohn-Sham gap	0.31188	hartree
ΔE to the lowest compared entry with this formula, charge and spin	64.2	kcal per mole
multiplicity	1

# 7
Molecular formula: C17H19NO4S
Method: DFT, the ωB97M-V functional and the def2-TZVPD basis

CARTESIAN COORDINATES (ANGSTROEM)
S -3.248 -1.857 -0.330
O -3.600 -2.952 -1.187
O -4.012 -1.659 0.873
O 2.486 -1.888 1.024
O -1.199 1.051 -0.158
N -3.309 -0.489 -1.301
C 4.020 0.856 -0.875
C 3.046 0.103 -0.246
C -1.113 -2.045 1.391
C -2.703 2.488 1.009
C -1.341 3.162 0.821
C -0.599 -1.854 -0.952
C -3.580 0.778 -0.657
C 4.701 -1.568 0.277
C 3.386 -1.119 0.324
C 1.170 -1.891 0.668
C 5.666 -0.803 -0.351
C -2.505 1.083 0.397
C -1.516 -1.941 0.075
C -0.774 2.382 -0.364
C 0.750 -1.831 -0.660
C 0.235 -2.025 1.693
C 5.329 0.407 -0.934
H 3.753 1.804 -1.318
H -4.555 0.774 -0.150
H -1.863 -2.123 2.163
H 6.083 1.001 -1.427
H 6.685 -1.156 -0.388
H 0.583 -2.096 2.711
H -1.170 2.774 -1.313
H -1.418 4.228 0.624
H 4.947 -2.511 0.738
H -3.477 3.028 0.463
H -2.996 2.431 2.054
H -2.547 0.297 1.155
H -3.900 -0.672 -2.098
H 2.026 0.455 -0.189
H -0.953 -1.796 -1.968
H -3.573 1.553 -1.428
H 1.483 -1.761 -1.451
H -0.713 3.004 1.698
H 0.315 2.379 -0.409

Atoms 1-2, force components in eV/Å:
S -0.174 0.090 -0.438
O 0.198 0.065 -0.193

Summary:
net charge	0
DFT total energy	-1413.0777	a.u.
SMILES	O=S(=O)(NC[C@@H]1CCCO1)c1ccc(Oc2ccccc2)cc1
Kohn-Sham gap	0.34140	hartree
ΔE to the lowest compared entry with this formula, charge and spin	46.4	kcal per mole
multiplicity	1

# 8
Molecular formula: C17H20Cl4HfO3
Method: DFT, the ωB97M-V functional and the def2-TZVPD basis

CARTESIAN COORDINATES (ANGSTROEM)
Hf -0.056 -0.015 -0.371
Cl 0.548 -2.212 0.014
Cl -3.468 -3.646 -0.213
Cl 0.173 0.666 8.371
Cl -2.247 -0.329 -0.160
O 0.186 -0.137 1.785
O -1.260 -1.785 2.335
O -0.284 1.850 0.340
C 0.361 0.687 4.396
C 0.817 1.318 -2.472
C 0.555 -0.952 -2.852
C 0.515 1.050 5.739
C -0.744 -0.364 -2.861
C 1.516 0.080 -2.591
C -1.997 -1.093 -3.199
C -0.595 1.050 -2.646
C 2.994 -0.117 -2.634
C -0.682 -0.959 6.406
C -0.540 -0.870 2.516
C 0.868 -2.382 -3.151
C -1.695 2.060 -2.629
C -0.004 0.233 6.771
C 1.435 2.669 -2.292
C -0.312 -0.492 4.039
C -0.833 -1.307 5.054
H -2.047 -2.059 -2.665
H 2.356 2.597 -1.689
H -2.615 1.638 -2.194
H 3.504 0.731 -2.157
H -1.413 2.943 -2.035
H 1.826 -2.671 -2.692
H 0.083 -3.039 -2.748
H 0.531 2.120 0.813
H 0.739 3.358 -1.793
H 3.324 -0.194 -3.681
H 0.766 1.336 3.622
H 0.935 -2.530 -4.236
H 1.692 3.072 -3.281
H -1.892 2.368 -3.663
H 1.033 1.971 5.996
H -1.084 -1.597 7.187
H -1.368 -2.228 4.799
H -2.026 -1.271 -4.278
H 3.281 -1.043 -2.107
H -2.874 -0.507 -2.894

Atoms 1-2, force components in eV/Å:
Hf 0.616 1.084 -0.950
Cl 1.355 -2.269 -0.170

Summary:
net charge	-2
DFT total energy	-2774.5807	a.u.
Kohn-Sham gap	0.18070	hartree
ΔE to the lowest compared entry with this formula, charge and spin	0.0	kcal per mole
multiplicity	1

# 9
Molecular formula: C17H20IN4PdS
Method: DFT, the ωB97M-V functional and the def2-TZVPD basis

CARTESIAN COORDINATES (ANGSTROEM)
I 3.414 -1.219 -0.444
Pd 0.877 -0.359 -0.152
S 0.906 2.106 -0.072
N -1.137 -0.870 -1.180
N -0.834 2.486 -2.050
N -3.536 -1.169 -0.663
N 1.177 1.576 -2.654
C 2.409 -0.819 2.359
C 1.116 -0.725 1.789
C -0.646 1.366 -4.214
C 3.812 -0.824 4.365
C 4.934 -0.972 3.605
C -4.505 -1.483 -1.714
C 0.367 2.040 -1.701
C 0.118 -0.655 3.965
C 4.831 -1.083 2.199
C -1.431 2.371 -3.388
C 3.600 -0.996 1.631
C -2.261 -1.003 -0.936
C 2.526 -0.767 3.773
C 1.346 -0.680 4.554
C 0.836 1.666 -4.073
C -4.008 -1.184 0.723
C 0.003 -0.658 2.553
H 1.432 -0.641 5.634
H -0.833 0.357 -3.840
H 5.716 -1.248 1.599
H -5.250 -0.692 -1.783
H -3.211 -0.869 1.389
H 5.911 -1.025 4.068
H -2.464 2.047 -3.276
H -5.009 -2.421 -1.479
H -0.952 1.413 -5.257
H 1.061 2.669 -4.442
H 1.441 0.954 -4.628
H -1.435 3.350 -3.868
H -4.847 -0.496 0.831
H -3.998 -1.585 -2.669
H 2.121 1.363 -2.373
H -0.779 -0.611 4.569
H -4.332 -2.187 1.001
H -0.977 -0.598 2.097
H -1.398 2.832 -1.291
H 3.889 -0.758 5.443

Atoms 1-2, force components in eV/Å:
I 0.086 -0.266 0.023
Pd -0.064 -0.680 0.510

Summary:
net charge	+1
DFT total energy	-1702.3585	a.u.
Kohn-Sham gap	0.24118	hartree
ΔE to the lowest compared entry with this formula, charge and spin	15.5	kcal per mole
multiplicity	1

# 10
Molecular formula: C17H20N2O
Method: DFT, the ωB97M-V functional and the def2-TZVPD basis

CARTESIAN COORDINATES (ANGSTROEM)
O -0.337 -3.567 -1.072
N 0.326 0.473 -0.183
N 2.013 3.758 0.497
C -0.304 -1.824 0.650
C 0.547 -2.522 -0.517
C 1.577 -3.449 0.216
C 0.800 -1.547 -1.702
C 1.054 4.563 0.691
C -2.977 3.454 0.181
C -0.101 -4.909 -0.606
C -2.546 4.714 0.675
C 1.804 2.483 0.215
C -0.887 -0.441 0.220
C -0.258 4.159 0.613
C 0.532 1.832 0.176
C -0.578 2.827 0.268
C -1.270 4.995 0.795
C 1.339 -0.203 -1.065
C -1.939 2.503 -0.047
C 0.887 -4.807 0.581
H 1.737 0.407 -1.901
H 2.221 -0.416 -0.452
H -1.389 0.057 1.090
H 0.266 -5.497 -1.449
H 2.404 -3.679 -0.533
H 1.476 5.558 0.846
H 2.003 -3.134 1.151
H -0.096 -1.431 -2.405
H -4.028 3.095 0.040
H -1.132 -2.449 0.881
H 1.589 -5.645 0.625
H -1.061 -5.271 -0.215
H -1.130 6.005 1.183
H 0.310 -4.710 1.451
H -2.188 1.654 -0.580
H -3.294 5.482 1.048
H -1.613 -0.506 -0.537
H 0.232 -1.646 1.575
H 2.584 1.674 0.022
H 1.427 -2.039 -2.426

Atoms 1-2, force components in eV/Å:
O 0.048 0.238 -0.431
N -0.645 -0.375 -0.620

Summary:
net charge	0
DFT total energy	-844.4347	a.u.
SMILES	c1ccc2c(N3CCC4(CCCO4)CC3)cncc2c1
Kohn-Sham gap	0.29793	hartree
ΔE to the lowest compared entry with this formula, charge and spin	105.3	kcal per mole
multiplicity	1

# 11
Molecular formula: C17H20N2O2S
Method: DFT, the ωB97M-V functional and the def2-TZVPD basis

CARTESIAN COORDINATES (ANGSTROEM)
S -0.192 -1.397 0.021
O 0.947 -0.534 -0.278
O -1.547 1.189 -1.526
N -1.274 -0.398 0.852
N 0.407 1.650 -2.545
C -2.774 -3.530 1.651
C -1.070 -2.415 2.911
C 2.227 2.460 -0.447
C -1.056 -1.570 -1.650
C 0.455 3.038 -2.139
C 3.360 2.784 0.279
C -2.468 -1.048 1.349
C -0.714 -3.616 3.494
C -2.422 -4.733 2.240
C 3.438 4.930 -0.780
C 2.309 4.607 -1.512
C -0.415 -0.620 -2.640
C -2.104 -2.362 1.984
C -0.574 0.817 -2.159
C 3.967 4.018 0.117
C -1.391 -4.778 3.161
C 1.694 3.372 -1.351
H 3.906 5.894 -0.913
H 1.899 5.320 -2.213
H -2.919 -0.386 2.098
H -2.109 -1.340 -1.507
H -2.954 -5.636 1.976
H 0.392 3.679 -3.027
H -0.439 3.209 -1.529
H 0.644 -0.859 -2.746
H -0.943 -2.610 -1.950
H 3.767 2.067 0.977
H 0.091 -3.647 4.213
H -3.580 -3.501 0.931
H 1.762 1.495 -0.312
H -0.897 -0.708 -3.619
H 4.850 4.268 0.686
H -1.462 0.463 0.347
H -1.116 -5.717 3.619
H -0.546 -1.506 3.163
H 1.240 1.273 -2.967
H -3.217 -1.212 0.558

Atoms 1-2, force components in eV/Å:
S -1.493 -0.254 -0.397
O 1.144 0.553 -0.199

Summary:
net charge	0
DFT total energy	-1317.9803	a.u.
Kohn-Sham gap	0.34665	hartree
ΔE to the lowest compared entry with this formula, charge and spin	31.0	kcal per mole
multiplicity	1

For reference, LUMO energy by record: -0.532 -3.675 -0.002 -0.766 0.189 -0.082 0.631 3.985 -3.849 0.664 0.742 eV.
For reference, strongest force on any atom by record: 0.0674 0.0525 0.0930 0.0579 0.0241 0.0738 0.0174 0.0836 0.0271 0.0968 0.0305 Eh/bohr.
For reference, highest occupied orbital energy by record: -7.67 -10.66 -8.52 -7.72 -9.13 -8.57 -8.66 -0.93 -10.41 -7.44 -8.69 eV.